C54H52BrN5OS2SbTi as an isolated structure in a non-equilibrium geometry. Source: the OMol25 dataset; level of theory: ωB97M-V with the def2-TZVPD basis set.

XYZ file:
```
117
Properties=species:S:1:pos:R:3:forces:R:3:mulliken_charge:R:1
Ti -1.0121 -0.1237 1.0127 1.3 -0.4 0.0 -1.1432
C 1.4144 3.1351 2.3829 0.0 0.3 0.0 -1.4251
C 0.5067 4.1980 2.3704 0.2 -0.3 -0.1 -0.6350
C -0.7827 3.9537 1.9642 -0.2 0.1 -0.1 -1.1425
C -1.1713 2.6612 1.6057 0.6 0.0 0.1 0.3653
N -0.2619 1.6323 1.5690 0.1 2.6 1.0 2.1572
C 0.9999 1.9014 1.9510 0.2 -0.1 -0.1 -0.3384
C -2.5249 2.2512 1.3113 -0.6 0.3 0.0 0.2509
C -3.6062 3.0713 1.0401 0.4 -0.1 0.1 -0.5267
C -4.8191 2.4978 0.6660 -0.2 0.0 -0.1 -1.4331
C -4.9254 1.1155 0.5532 0.3 -0.1 0.1 -0.9826
C -3.8175 0.3337 0.8416 -0.5 0.1 0.0 0.5695
N -2.6471 0.8958 1.2451 -1.4 0.9 0.0 1.0750
C -3.7125 -1.1046 0.7199 0.2 -0.4 0.0 -0.1073
C -4.7895 -1.9763 0.5374 -0.1 0.1 0.0 -0.6506
C -4.5730 -3.3332 0.4867 0.3 0.1 0.0 -1.1432
C -3.2630 -3.8056 0.6326 -0.3 -0.1 -0.1 -0.9263
C -2.2455 -2.9050 0.8205 0.2 -0.1 0.0 -0.6991
N -2.4272 -1.5715 0.8537 -2.2 -0.8 -0.1 1.8861
H 2.4295 3.2811 2.7190 0.1 -0.1 0.0 0.4924
H 0.8155 5.1820 2.6926 0.0 0.1 0.0 0.5418
H -1.5187 4.7465 1.9654 0.0 0.0 0.0 0.3938
H 1.6991 1.0749 1.9051 -0.1 0.0 0.0 0.3893
H -3.5000 4.1464 1.0780 0.0 0.0 0.0 0.4737
H -5.6652 3.1226 0.4174 0.0 0.0 0.0 0.4430
H -5.8425 0.6555 0.2145 0.0 0.0 0.0 0.4830
H -5.7884 -1.5739 0.4448 0.0 0.0 0.0 0.4901
H -5.3946 -4.0213 0.3484 0.0 0.0 0.0 0.4203
H -3.0542 -4.8646 0.5913 0.1 0.0 0.1 0.5621
H -1.2308 -3.2615 0.9535 0.0 0.1 0.0 0.6191
C 3.6150 -6.5927 -0.0287 0.0 0.1 0.1 -1.9916
C 3.4004 -5.6901 1.1878 0.0 0.1 0.0 1.8450
C 4.7588 -5.1464 1.6550 -0.1 -0.1 -0.1 -1.6386
C 2.7498 -6.5256 2.3003 0.1 0.1 -0.1 -1.6364
C 2.5061 -4.4946 0.8707 0.0 -0.1 -0.2 -0.2344
C 2.1225 -3.6281 1.8889 -0.1 0.2 0.2 -0.5973
C 1.3464 -2.5457 1.5641 -0.3 0.4 0.0 0.7694
Br 0.6243 -1.4026 2.9418 0.2 -0.3 0.0 -0.0732
C 0.8982 -2.2101 0.2706 0.7 -0.8 0.1 -0.4620
O 0.2419 -1.0626 0.1451 1.5 -1.5 -1.6 0.4383
C 1.1832 -3.1615 -0.7395 -0.3 0.4 0.2 -0.3531
C 2.0099 -4.2353 -0.3976 0.1 0.0 0.1 -0.5396
C 0.5578 -3.2214 -2.1422 0.0 0.1 0.0 2.5537
C 1.6540 -3.2444 -3.2171 -0.1 -0.1 0.1 -2.0962
C -0.3817 -2.0650 -2.4594 0.1 0.0 0.0 -1.3936
C -0.2792 -4.5119 -2.2210 0.1 0.1 -0.1 -1.7005
H 4.2400 -7.4397 0.2533 0.0 0.0 0.0 0.4429
H 4.1200 -6.0591 -0.8349 0.0 0.0 -0.1 0.3656
H 2.6654 -6.9844 -0.3967 0.0 0.0 -0.1 0.4013
H 5.4419 -5.9639 1.8893 0.0 0.0 0.0 0.4514
H 4.6451 -4.5263 2.5442 0.0 0.0 0.0 0.3389
H 5.2045 -4.5354 0.8688 0.1 0.0 0.0 0.3626
H 3.3280 -7.4334 2.4744 0.0 0.0 0.0 0.4586
H 1.7370 -6.8117 2.0130 0.0 0.0 0.0 0.3471
H 2.6964 -5.9748 3.2390 0.0 0.0 0.0 0.3435
H 2.4074 -3.7804 2.9206 0.0 -0.1 0.0 0.5244
H 2.2600 -4.9229 -1.1915 0.0 0.0 0.0 0.2925
H 2.3015 -2.3709 -3.1247 0.0 0.0 0.0 0.3568
H 1.1952 -3.2279 -4.2067 0.0 0.0 0.0 0.5312
H 2.2740 -4.1378 -3.1466 0.1 0.0 0.0 0.3524
H 0.1446 -1.1168 -2.4525 -0.1 0.1 0.1 -0.3388
H -1.2025 -2.0022 -1.7478 0.0 0.1 0.0 0.0487
H -0.8081 -2.2103 -3.4538 0.0 0.0 0.0 0.6459
H 0.3363 -5.4049 -2.1159 0.0 0.0 0.0 0.3555
H -0.7894 -4.5555 -3.1844 0.0 0.0 0.0 0.4772
H -1.0350 -4.5208 -1.4345 0.0 0.0 0.0 0.2588
N -2.8378 -1.7010 3.9103 -0.1 -0.1 0.1 -0.1248
C -2.1168 -0.7620 4.5830 0.2 0.1 0.3 0.1313
N -1.9082 0.4417 4.1587 -0.2 -0.2 0.1 0.0117
C -1.1624 1.1562 5.0896 0.1 -0.2 0.5 -0.9489
C -0.8739 2.5144 5.0440 -0.1 0.0 0.0 -0.1259
C -0.1437 3.0933 6.0663 0.0 0.0 -0.1 -0.7281
C 0.3121 2.3380 7.1432 0.0 0.0 0.1 -0.5585
C 0.0114 0.9902 7.2273 0.0 -0.1 0.0 -0.5746
C -0.7336 0.4181 6.2091 0.0 0.1 -0.2 0.9831
S -1.3469 -1.2085 6.1062 -0.1 0.1 -0.2 -0.2622
H -3.5508 -1.3409 3.2952 0.0 0.0 0.0 0.1516
H -3.1011 -2.5231 4.4276 0.0 0.0 0.0 0.2797
H -1.2578 3.1094 4.2335 0.0 0.0 -0.1 0.5937
H 0.0690 4.1541 6.0332 0.0 0.0 0.0 0.4232
H 0.8758 2.8097 7.9362 0.0 0.0 0.0 0.3925
H 0.3338 0.3962 8.0715 0.0 0.0 0.0 0.4182
S -1.4442 0.9866 -1.4029 0.2 0.3 -0.4 -0.1495
Sb -0.2055 2.6168 -2.4379 0.0 -0.2 -0.2 1.8463
C -1.6533 3.3750 -3.8048 0.5 0.0 0.3 0.6618
C -1.8490 2.5723 -4.9231 0.1 0.0 0.0 -0.4131
C -2.8623 2.8750 -5.8182 0.0 0.0 0.0 -0.7123
C -3.6800 3.9730 -5.5916 0.0 0.0 0.0 -0.5194
C -3.4841 4.7674 -4.4716 -0.1 0.0 0.0 -0.6413
C -2.4739 4.4680 -3.5681 0.1 0.0 0.0 -0.4055
C 0.9977 4.0441 -1.3763 -0.5 -0.3 -0.2 0.7224
C 2.2381 3.5499 -0.9933 0.0 0.0 0.0 -0.5304
C 3.1863 4.4075 -0.4578 0.0 -0.1 0.0 -0.7332
C 2.8887 5.7531 -0.3008 0.0 0.0 0.0 -0.5840
C 1.6409 6.2375 -0.6648 -0.1 0.1 0.0 -0.6036
C 0.6887 5.3860 -1.2089 -0.1 0.0 0.0 -0.5632
C 1.4052 2.0028 -3.7106 -0.4 0.0 0.2 0.4394
C 2.0784 0.8005 -3.5533 -0.1 -0.1 0.1 0.1566
C 3.1955 0.5329 -4.3323 0.1 0.0 0.0 -0.5972
C 3.6443 1.4679 -5.2532 0.0 0.0 0.0 -0.6136
C 2.9693 2.6717 -5.4063 0.0 0.0 0.0 -0.7300
C 1.8500 2.9411 -4.6351 -0.1 0.0 0.0 -0.6068
H -1.2153 1.7075 -5.0857 0.0 0.0 -0.1 0.3468
H -3.0186 2.2448 -6.6832 0.0 0.0 0.0 0.4134
H -4.4778 4.2026 -6.2848 0.0 0.0 0.0 0.3915
H -4.1285 5.6179 -4.2932 0.0 0.0 0.0 0.4098
H -2.3413 5.0832 -2.6865 0.0 0.0 0.0 0.2302
H 2.4691 2.4987 -1.1281 0.1 0.0 0.0 0.3911
H 4.1568 4.0208 -0.1755 0.0 0.0 0.0 0.4545
H 3.6343 6.4257 0.1022 0.0 0.0 0.0 0.3987
H 1.4085 7.2872 -0.5424 0.0 0.0 0.0 0.4424
H -0.2743 5.7768 -1.5130 0.0 0.0 0.0 0.2991
H 1.7360 0.0752 -2.8241 0.1 0.0 0.0 -0.2735
H 3.7233 -0.4044 -4.2135 0.0 0.0 0.0 0.4460
H 4.5237 1.2631 -5.8486 0.0 0.0 0.0 0.3979
H 3.3188 3.4056 -6.1203 0.0 0.0 0.0 0.4174
H 1.3237 3.8825 -4.7523 0.0 0.0 0.0 0.3832
```
Forces are in eV/Å.

Computed properties:
energy relative to the best compared isomer or geometry (same formula, charge and spin) = 31.4 kcal per mole
HOMO (alpha / beta) = -7.7556 / -10.2134 eV
charge = +1
spin multiplicity = 3

=====

C54H53As2N3O2OsSi as an isolated structure in a non-equilibrium geometry. Source: the OMol25 dataset; level of theory: ωB97M-V with the def2-TZVPD basis set.

XYZ file:
```
116
Properties=species:S:1:pos:R:3:forces:R:3:mulliken_charge:R:1
Os 13.9921 14.6446 11.3082 1.9 3.2 -0.2 0.9294
O 17.2436 16.9918 10.3632 -0.7 -0.7 0.0 -0.6384
C 16.2336 16.3219 10.3783 -0.4 -0.5 1.3 -0.5868
N 15.5523 15.8389 11.5030 1.8 1.3 0.4 1.1770
C 16.2615 16.0255 12.8138 0.0 -1.6 -1.4 0.6685
C 15.3992 15.3614 13.8211 -1.1 -0.7 -0.9 0.1259
C 15.5581 15.5424 15.1680 0.6 0.3 0.3 -0.6766
C 14.6731 15.0077 16.0610 -1.0 -1.0 -0.8 -0.9048
C 13.5781 14.2846 15.5235 1.0 0.6 1.7 -1.1965
C 13.4163 14.1326 14.2010 0.6 0.7 -1.4 -0.5801
N 14.3272 14.6609 13.3430 0.2 0.3 0.6 0.3692
C 15.5231 15.8160 9.1782 1.3 0.3 -2.8 0.6457
C 16.0211 16.1233 7.8920 -0.6 0.2 2.2 -0.4448
C 15.3755 15.6976 6.7760 0.7 0.4 -1.2 -0.9878
C 14.2892 14.8674 6.9294 -0.7 0.6 -0.8 -0.5930
C 13.8041 14.6023 8.1759 0.3 -1.6 0.9 -0.3460
N 14.4781 15.0087 9.2952 -1.2 -0.5 0.1 0.1571
H 16.3598 17.0461 13.1209 0.2 0.8 -0.2 -0.9992
H 17.2960 15.5895 12.7091 -0.9 0.3 0.4 0.6562
H 16.4042 16.1356 15.4414 0.4 0.3 0.5 0.6694
H 14.7783 15.0745 17.1303 0.1 0.2 0.1 0.5150
H 12.9029 13.8621 16.2119 -0.9 -0.5 0.5 0.6500
H 12.5720 13.7160 13.6940 -0.4 -0.5 0.2 0.8605
H 16.8596 16.7560 7.8747 1.0 0.7 -0.2 0.7261
H 15.7410 16.0474 5.7865 -0.4 -0.6 0.7 0.4315
H 13.7629 14.5617 6.0410 -0.2 -0.4 0.1 0.6486
H 12.9759 13.8884 8.3020 0.3 0.6 0.2 0.2643
C 13.4405 18.3902 13.0720 1.0 0.8 0.8 -0.7004
C 12.0905 18.1516 12.4982 -1.0 0.4 0.3 -1.5327
As 11.9223 16.5525 11.4216 -0.5 -0.8 0.7 2.0888
C 10.3222 15.6833 12.1588 0.6 0.6 -0.2 0.5326
C 9.5038 14.9253 11.3096 0.6 0.2 1.3 -0.6266
C 8.4463 14.2526 11.8818 -0.5 -1.1 -0.9 -0.7334
C 8.1626 14.3832 13.2253 -0.6 -0.3 0.5 -0.5204
C 8.8738 15.2446 14.0193 1.1 0.5 1.2 -0.9163
C 10.0439 15.8564 13.5144 -1.5 -1.0 -0.5 -0.6167
C 11.3718 17.3609 9.8117 -0.8 -0.1 -1.7 -0.3587
C 12.2146 17.3375 8.7060 0.3 0.5 -0.4 -0.1141
C 11.8749 18.0942 7.5804 -0.5 0.8 0.0 -0.8834
C 10.7005 18.8632 7.5974 0.4 -0.4 0.3 -0.5933
C 9.8118 18.8794 8.6932 0.7 -0.2 -1.7 -0.9739
C 10.1338 18.0462 9.7191 0.0 -0.5 2.5 -0.4807
As 14.7110 19.0176 11.6341 -0.4 0.4 0.3 0.5199
C 13.9827 20.8427 11.5934 0.9 -0.1 1.1 0.5942
C 12.8626 21.0385 10.8154 0.3 0.8 0.4 -0.1112
C 12.1775 22.2265 10.8872 -0.9 1.4 -0.2 -0.5440
C 12.6480 23.2763 11.7050 -0.8 0.2 -0.7 -0.5165
C 13.8072 23.1081 12.4408 -0.3 -0.2 0.7 -0.7632
C 14.4450 21.8722 12.4397 0.0 -0.2 -0.7 -0.6256
C 16.2511 19.2935 12.7912 -0.3 -0.4 -0.6 -0.4321
C 17.4766 19.4139 12.1619 -0.4 0.2 -1.3 -0.5717
C 18.6272 19.5653 12.8981 0.5 -0.1 0.2 -0.9790
C 18.5198 19.5833 14.2691 -0.6 0.0 1.0 -0.4546
C 17.2619 19.4997 14.9311 2.4 0.0 -0.2 -0.9641
C 16.1540 19.2714 14.1764 -2.0 0.3 0.2 0.8713
H 13.8897 17.5051 13.5390 -0.2 0.2 0.1 0.2903
H 13.3912 19.2284 13.8170 0.0 -0.8 -0.6 0.8690
H 11.9274 18.9361 11.7644 -0.4 0.1 0.0 0.0178
H 11.2330 18.2118 13.2202 0.9 -0.2 -0.5 0.7965
H 9.8061 14.7688 10.3009 -0.1 0.0 -0.8 0.5539
H 7.8694 13.5275 11.2861 0.3 0.5 0.2 0.3985
H 7.4203 13.7576 13.7208 -0.2 0.3 -0.4 0.4189
H 8.5748 15.3633 15.0883 0.5 -0.1 -1.0 0.3565
H 10.6974 16.3691 14.1816 0.3 0.5 0.3 0.4784
H 13.1596 16.7873 8.6897 -0.5 0.5 0.2 0.5515
H 12.5334 18.2042 6.7004 -0.4 -0.4 0.6 0.3936
H 10.4729 19.4115 6.7117 -0.2 0.5 -0.4 0.4425
H 8.8990 19.4751 8.6601 0.3 -0.3 0.1 0.4998
H 9.4299 17.9434 10.5685 0.5 0.2 -0.5 0.3507
H 12.5416 20.3066 10.1309 -0.4 -1.0 -0.8 0.5252
H 11.2587 22.3440 10.2692 0.8 0.1 0.6 0.3854
H 12.1163 24.2480 11.7512 0.3 -0.8 -0.1 0.3412
H 14.1172 23.8828 13.1504 0.1 -0.2 -0.5 0.3779
H 15.3352 21.7688 13.0442 0.0 -0.3 0.0 0.2563
H 17.5156 19.3704 11.0595 0.1 0.1 0.7 0.4316
H 19.5953 19.6478 12.4123 -0.1 0.0 0.1 0.4442
H 19.4084 19.6280 14.8775 0.1 0.3 0.1 0.4182
H 17.2967 19.6333 16.0038 -0.4 -0.3 0.1 0.4762
H 15.1387 19.1283 14.6230 1.2 0.3 -0.1 0.2904
C 12.6066 10.5636 13.6903 -0.7 0.5 1.0 -1.6716
C 12.2629 10.3971 12.2332 1.2 0.1 -0.3 2.3758
C 12.4089 8.9246 11.8405 0.0 0.0 -0.3 -2.1188
C 10.8310 10.7025 12.1111 -2.3 -0.4 -2.0 -2.0157
Si 13.2856 11.4061 11.0562 1.8 0.0 -0.6 -0.8104
O 13.0624 13.1020 11.1824 -1.9 -2.5 0.4 1.1660
C 15.1522 11.1171 11.3747 -0.5 1.0 0.2 0.0730
C 15.9600 12.1138 11.9631 0.1 -1.6 0.0 1.1154
C 17.3064 11.8411 12.2662 0.4 0.7 0.0 -0.3683
C 17.8387 10.5628 12.1228 -1.1 -0.5 0.1 -1.0057
C 16.9310 9.5660 11.7381 1.3 0.4 -0.1 -0.9273
C 15.7100 9.8494 11.2021 -0.7 0.5 0.4 -0.6351
C 13.0236 11.2672 9.2161 -0.7 0.4 -0.5 0.9398
C 14.0722 11.2213 8.3130 0.3 0.2 -1.1 -0.3806
C 13.8952 11.4983 6.9429 0.5 0.7 -0.4 -0.7743
C 12.6334 11.8140 6.3997 1.1 -0.8 0.7 -0.4214
C 11.5580 11.7604 7.2784 -0.1 0.6 0.3 -0.8808
C 11.7847 11.5883 8.6549 -1.9 -0.3 0.6 -0.3646
H 11.9659 9.8429 14.1671 -0.3 -0.6 0.5 0.6793
H 12.2040 11.5122 14.1586 1.0 -0.6 -0.6 0.1862
H 13.5989 10.2536 13.9783 0.6 0.6 0.1 0.3511
H 11.6695 8.4295 12.4446 -0.4 -0.6 0.2 0.5798
H 13.3594 8.4468 12.0559 0.2 0.2 -0.1 0.3413
H 12.1310 8.7906 10.7876 0.2 -0.2 0.2 0.3866
H 10.2801 10.2283 12.8985 -0.3 -0.1 0.9 0.6503
H 10.3782 10.1673 11.2172 0.5 1.1 0.6 0.3187
H 10.5872 11.7610 12.1044 -0.2 0.2 -0.1 0.3061
H 15.4892 13.0243 12.3049 0.5 0.0 -0.1 -0.4431
H 17.9264 12.6520 12.6528 -0.1 -0.2 -0.1 0.3991
H 18.8556 10.2107 12.3364 -0.4 0.8 0.2 0.4097
H 17.2162 8.5590 11.8858 0.4 -1.0 -0.4 0.4594
H 15.1461 9.0623 10.7488 -0.4 -0.4 -0.1 0.6941
H 15.0659 11.0353 8.6638 0.5 -0.1 0.1 0.5121
H 14.7940 11.6202 6.2822 -0.9 -0.5 0.8 0.3869
H 12.5689 12.0337 5.3311 -0.3 -0.1 0.4 0.5344
H 10.5546 11.9561 6.9077 0.1 0.0 0.2 0.4107
H 10.9011 11.6736 9.3605 1.0 -0.1 -1.1 0.0434
```
Forces are in eV/Å.

Computed properties:
HOMO (alpha / beta) = -12.6592 / -12.6784 eV
charge = +2
spin multiplicity = 5

=====

Number 1: energy -187704.191 eV. Number 2: energy -197430.917 eV.